# 1
ORCA calculation (ωB97M-V/def2-TZVPD) on C40H54CsN7O4SSi3 as an isolated structure at a distorted geometry.

Positions of all 110 atoms, in Å:
H  0.494  3.961  -0.033
O  -2.164  0.300  -0.272
H  1.717  -2.697  3.791
C  -4.300  -4.560  1.190
C  0.019  3.844  -1.001
C  2.430  4.165  3.639
C  6.387  3.601  2.451
N  -1.046  3.363  2.315
O  4.337  0.843  0.095
H  -1.091  1.168  -7.363
H  0.917  -3.309  1.102
C  5.775  1.089  3.455
H  0.505  2.191  3.011
C  0.614  -2.031  -6.064
H  -0.421  -4.728  -2.157
C  0.409  1.469  -3.711
H  3.903  2.871  4.025
C  -0.488  -3.697  -2.509
C  -2.763  1.565  -0.349
H  1.580  -1.314  5.775
C  0.560  5.571  2.827
H  -1.588  -4.761  3.045
H  1.214  6.406  3.042
H  2.445  2.052  3.529
H  5.416  2.905  0.645
H  6.718  1.749  5.263
C  2.586  -2.176  1.891
N  0.988  0.547  -3.067
C  -0.978  4.726  -1.407
H  -0.590  -5.481  0.169
C  1.127  -0.571  5.118
C  -1.475  4.596  2.073
N  0.434  2.829  -1.743
O  3.046  5.192  3.925
H  0.048  -0.753  5.089
H  -2.262  -0.886  2.629
C  -1.578  4.508  -2.631
H  -3.593  0.233  2.320
H  -3.930  -1.482  2.586
N  4.191  -0.583  1.948
C  -0.599  0.268  -7.012
Cs  1.774  0.445  0.183
C  -3.453  -3.953  -2.850
C  5.399  1.415  2.151
H  -1.280  5.536  -0.758
H  6.604  4.589  2.061
C  -3.226  -0.781  2.129
C  -0.079  -2.063  -7.270
N  0.243  1.504  -5.095
H  -1.643  3.234  -4.353
N  2.933  2.936  3.752
H  -4.780  -4.857  0.252
H  -3.717  1.541  -0.889
H  -1.971  -1.495  -4.091
H  -2.478  4.679  1.662
H  7.247  4.006  4.379
H  -2.931  2.001  0.644
C  -1.149  3.444  -3.414
C  -0.121  2.639  -2.937
H  -4.881  -3.732  1.608
C  6.748  3.277  3.751
C  5.725  2.673  1.657
H  -0.391  -3.705  -3.601
H  -3.108  -0.744  -2.953
H  1.286  0.427  5.529
C  2.001  -3.386  1.206
H  -2.094  2.237  -0.891
Si  -2.501  -4.001  0.865
C  0.743  -0.847  -5.357
C  4.595  0.467  1.284
C  -2.360  -2.592  -0.249
H  -1.241  -0.926  -8.672
C  6.445  2.011  4.246
H  2.451  -3.507  0.220
O  1.741  0.524  3.105
H  -2.385  5.143  -2.975
C  -0.715  5.732  2.310
H  -5.429  -1.596  -0.054
H  -5.307  0.167  0.019
H  1.056  -2.935  -5.662
C  0.183  3.213  2.817
Si  -3.058  -1.041  0.263
H  -3.246  -4.110  -3.915
H  -1.119  6.715  2.097
H  0.362  -3.150  -2.096
H  -4.357  -5.401  1.889
C  1.703  -0.612  3.704
C  -4.832  -0.737  -0.377
H  -2.514  -3.275  3.268
C  -1.798  -3.776  2.613
H  -4.883  -0.703  -1.469
C  -1.675  -5.590  0.230
H  -1.376  -0.586  -2.675
H  -0.157  -2.991  -7.820
H  -1.894  -6.398  0.936
C  0.121  0.305  -5.830
N  3.501  -1.550  1.224
C  1.027  4.291  3.089
H  -0.302  2.271  -5.448
Si  -2.122  -2.868  -2.014
H  -2.040  -5.897  -0.754
H  2.224  -4.288  1.787
C  -0.685  -0.911  -7.743
C  2.046  -1.846  3.200
H  5.495  0.114  3.830
C  -2.150  -1.267  -3.033
S  1.633  -0.803  -3.839
H  -3.526  -4.934  -2.370
H  -4.431  -3.471  -2.757
H  -0.876  -3.194  2.626

Properties
* multiplicity: 1
* highest occupied orbital energy: -0.055 hartree
* net charge: -2
* E_LUMO: 3.261 eV

***

# 2
ORCA calculation (ωB97M-V/def2-TZVPD) on C40H54IrN3PS6Sb as an isolated structure at a distorted geometry.

Positions of all 106 atoms, in Å:
H  1.905  6.427  5.627
H  1.659  -4.590  -2.560
C  -4.520  -2.269  1.838
H  -0.583  -0.980  -5.126
H  -4.252  -2.264  -2.081
C  3.345  -0.943  1.434
H  -2.038  -2.505  -5.157
H  4.281  -1.498  1.502
H  2.851  2.653  2.584
H  -1.200  3.132  -1.029
H  -2.326  -3.970  -4.212
H  -3.645  -2.848  -4.529
H  1.905  -1.761  5.110
C  2.349  -3.603  1.613
C  -2.092  5.798  2.449
H  1.079  -0.435  -5.131
C  -3.241  -2.632  -1.901
H  -0.497  -0.064  4.204
H  1.868  -0.910  -2.228
H  1.324  -5.379  -1.032
H  3.455  -0.158  0.684
C  -0.929  -5.241  -2.613
C  0.361  2.946  -2.483
H  2.564  -2.494  -2.602
C  -0.316  -4.169  -1.711
H  -0.021  -3.459  -5.155
H  -2.015  -5.195  -2.643
P  -0.540  -2.368  -2.348
H  0.237  -1.840  5.655
H  -0.545  -5.174  0.176
Sb  -0.094  3.572  1.788
S  1.254  0.290  2.714
H  -0.661  -6.221  -2.210
S  2.094  -2.039  0.710
C  0.266  -0.768  -4.482
H  1.693  -3.652  -1.056
H  -2.073  5.346  3.433
C  0.923  -3.152  -4.704
C  -1.294  5.298  1.426
C  2.961  -0.345  2.779
H  0.015  0.037  -3.796
C  -3.455  -1.459  1.349
S  0.492  -2.961  3.586
C  -0.130  3.072  -1.193
C  -3.707  -0.421  0.511
H  -0.674  5.521  -0.626
N  -5.343  -2.959  2.252
S  -2.513  0.628  -0.123
C  -5.039  -0.152  0.086
H  -0.539  -5.189  -3.630
H  -3.550  7.265  2.993
C  1.730  2.845  -2.696
H  -2.306  -0.308  -4.236
C  2.131  -3.614  3.120
H  3.672  2.795  -1.794
H  2.905  -3.065  3.652
S  -1.903  -1.930  1.922
Ir  -0.379  -0.521  0.606
H  -0.330  2.943  -3.316
H  3.360  -3.937  1.377
H  -3.691  8.227  0.720
H  2.163  -4.650  3.459
C  -2.933  6.871  2.197
C  2.651  3.492  3.233
C  2.119  5.612  4.949
C  -2.311  -2.136  -3.018
C  0.573  -0.225  4.323
H  3.619  0.491  3.023
H  1.394  -4.029  -4.269
H  -2.072  -0.028  -2.504
H  2.723  -1.165  -3.752
H  1.635  -4.272  1.131
H  4.568  3.403  4.186
C  0.753  3.146  -0.120
C  1.430  4.151  3.172
C  -2.587  -0.640  -3.241
C  -2.188  6.932  -0.087
H  1.573  -2.808  -5.511
N  -0.312  -1.329  -1.159
H  -0.596  -3.414  0.302
C  2.055  -1.631  -3.025
C  -1.321  5.877  0.163
H  -3.292  -3.719  -1.865
H  2.820  3.154  0.491
H  -3.657  -0.458  -3.129
C  0.735  -2.005  -3.714
H  -2.233  7.359  -1.080
C  3.610  3.906  4.146
C  1.187  -4.450  -1.591
C  0.870  -1.645  4.790
H  0.947  0.484  5.064
C  -0.909  -4.262  -0.303
C  2.607  2.886  -1.624
C  3.346  4.969  4.998
C  -2.578  -2.916  -4.305
H  3.033  -1.072  3.580
H  -1.996  -4.304  -0.300
H  0.212  5.732  3.980
C  1.161  5.211  4.028
C  2.124  3.061  -0.333
H  -2.914  -2.256  -0.931
H  2.114  2.742  -3.702
H  4.101  5.294  5.701
S  -1.368  1.806  2.524
C  -2.999  7.422  0.926
N  -6.101  0.061  -0.303

Properties
* ⟨S²⟩: 0.78
* multiplicity: 2
* highest occupied orbital energy (spin up / spin down): -0.352 / -0.350 hartree
* net charge: +1
* E_LUMO (spin up / spin down): -4.194 / -4.360 eV

***

These records have ΔE to the lowest compared entry with this formula, charge and spin values of 0.0, 173.4 kJ/mol, in the order they appear.